Below is one molecule with the formula C8H8O3, with properties calculated with ωB97M-V/def2-TZVPD.

Geometry as XYZ:
```
19
Properties=species:S:1:pos:R:3
C 3.439 -0.548 -0.002
O 2.136 -0.878 -0.132
C 1.056 -0.091 -0.046
C 1.285 1.296 -0.108
C 0.247 2.242 -0.035
C -1.068 1.760 0.118
C -1.307 0.421 0.157
C -2.708 0.004 0.040
O -3.178 -1.052 -0.275
C -0.273 -0.617 0.065
O -0.599 -1.980 0.151
H 3.649 -0.295 1.037
H 3.735 0.347 -0.630
H 4.138 -1.386 -0.088
H 2.331 1.559 -0.146
H 0.332 3.317 0.060
H -1.940 2.389 0.062
H -3.445 0.846 0.236
H 0.306 -2.302 0.385
```

E, a.u.: -535.299726
Orbital gap, eV: 8.904
HOMO energy, eV: -8.624
SMILES string: COc1cccc(C=O)c1O